Here is one molecule with the formula C3H6N4OS from the OMol25 dataset. Energies are from ωB97M-V with the def2-TZVPD basis set.

Geometry as XYZ:
```
15
C3H6N4OS (ωB97M-V with the def2-TZVPD basis set)
C -0.7449 -0.6004 -1.2316
C 1.3224 -0.3320 -1.3183
C -1.0710 1.0542 2.1745
N 0.2486 -0.5868 -2.1052
N 1.1640 -0.1935 -0.0258
N -0.4244 -0.3455 0.0301
N 2.5598 -0.4297 -1.8089
O -2.7415 -0.5929 1.1684
S -1.3660 -0.5878 1.5225
H -1.7784 -0.8600 -1.5310
H -1.4208 1.1905 3.2020
H -1.6611 1.6775 1.5071
H -0.0567 1.4285 2.3908
H 2.6998 -0.5510 -2.7630
H 3.2702 -0.2710 -1.2118
```

Values from the calculation:
HOMO in eV: -8.9833
Energy relative to the best compared isomer or geometry (same formula, charge and spin) in kcal per mole: 0.3